(1)
{"formula": "C4H14ClO5PSSb", "method": "wB97M-V/def2-TZVPD", "homo_ev": -4.37, "lumo_ev": 2.516, "charge": -1, "species": ["O", "P", "O", "O", "Sb", "C", "C", "C", "C", "S", "O", "O", "Cl", "H", "H", "H", "H", "H", "H", "H", "H", "H", "H", "H", "H", "H", "H"], "coordinates": [[4.113, 1.258, 1.019], [3.208, 0.622, -0.021], [2.687, 1.775, -1.144], [4.091, -0.529, -0.893], [1.285, -0.525, 1.186], [0.149, -0.539, -0.715], [-1.070, -1.485, -0.744], [-2.198, -1.093, 0.243], [-2.286, 0.411, 0.572], [-2.639, 1.483, -0.859], [-3.944, 2.168, -0.728], [-2.468, 0.814, -2.155], [-1.199, 2.996, -0.745], [2.548, 2.549, -0.601], [4.284, -1.230, -0.277], [1.946, -2.126, 0.905], [2.195, -0.349, 2.686], [0.628, 1.111, 1.485], [-0.093, -1.164, 2.076], [-0.084, 0.497, -0.992], [0.844, -0.904, -1.492], [-0.795, -2.535, -0.573], [-1.497, -1.465, -1.759], [-3.185, -1.475, -0.048], [-1.970, -1.589, 1.195], [-3.139, 0.550, 1.250], [-1.410, 0.775, 1.130]], "nbo_charge": [-1.14, 1.79, -0.99, -1.00, 0.83, -0.80, -0.42, -0.41, -0.65, 2.03, -0.91, -0.89, -0.24, 0.49, 0.49, -0.26, -0.18, -0.30, -0.29, 0.21, 0.22, 0.20, 0.21, 0.20, 0.24, 0.26, 0.30]}

---

(2)
{"formula": "C4H15N2OS", "method": "wB97M-V/def2-TZVPD", "homo_ev": -12.92, "lumo_ev": -3.120, "charge": 1, "species": ["N", "C", "C", "S", "C", "N", "C", "H", "H", "H", "H", "H", "H", "H", "H", "H", "H", "H", "H", "H", "H", "H", "O"], "coordinates": [[-1.280, -0.484, -0.258], [0.173, -0.226, -0.536], [0.272, 1.185, -1.120], [-0.332, 1.005, -2.839], [0.930, -0.629, 0.802], [1.113, 0.652, 1.517], [2.452, 0.740, 2.192], [-1.838, -0.159, -1.044], [-1.497, -0.058, 0.644], [-1.497, -1.477, -0.145], [0.553, -0.895, -1.331], [-0.360, 1.887, -0.522], [1.265, 1.659, -1.100], [-0.744, 2.258, -3.132], [0.352, -1.405, 1.321], [1.906, -1.088, 0.532], [0.421, 0.675, 2.270], [2.530, 0.058, 3.047], [2.503, 1.743, 2.678], [3.247, 0.604, 1.489], [-3.503, -1.987, -2.267], [-3.610, -2.245, -0.769], [-3.057, -1.813, -1.430]], "nbo_charge": [-0.69, -0.07, -0.54, -0.05, -0.24, -0.64, -0.42, 0.48, 0.43, 0.45, 0.23, 0.24, 0.27, 0.16, 0.19, 0.23, 0.36, 0.19, 0.22, 0.21, 0.51, 0.49, -0.99]}

---

(3)
{"formula": "C5H10O2", "method": "wB97M-V/def2-TZVPD", "homo_ev": -9.61, "lumo_ev": 0.931, "smiles": "CCO[C@@H](C)C=O", "species": ["C", "C", "O", "C", "C", "C", "O", "H", "H", "H", "H", "H", "H", "H", "H", "H", "H"], "coordinates": [[2.523, -0.689, 0.053], [1.041, -0.947, -0.134], [0.382, 0.308, -0.195], [-0.941, 0.303, 0.278], [-1.407, 1.751, 0.374], [-1.871, -0.463, -0.652], [-2.909, -0.960, -0.287], [2.697, -0.169, 1.000], [3.083, -1.630, 0.055], [2.898, -0.060, -0.760], [0.862, -1.515, -1.060], [0.644, -1.543, 0.702], [-1.006, -0.176, 1.268], [-2.417, 1.793, 0.791], [-0.726, 2.312, 1.020], [-1.406, 2.222, -0.615], [-1.540, -0.505, -1.714]], "nbo_charge": [-0.62, -0.07, -0.54, -0.01, -0.61, 0.42, -0.51, 0.21, 0.21, 0.22, 0.17, 0.17, 0.18, 0.22, 0.23, 0.21, 0.11]}

---

(4)
{"formula": "C17H30N4O2S", "method": "wB97M-V/def2-TZVPD", "homo_ev": -8.16, "lumo_ev": 0.648, "smiles": "CCCc1nnc(SCC(=O)N2CCC[C@H](C)C2)n1CCCOC", "species": ["C", "C", "C", "C", "N", "N", "C", "S", "C", "C", "O", "N", "C", "C", "C", "C", "C", "C", "N", "C", "C", "C", "O", "C", "H", "H", "H", "H", "H", "H", "H", "H", "H", "H", "H", "H", "H", "H", "H", "H", "H", "H", "H", "H", "H", "H", "H", "H", "H", "H", "H", "H", "H", "H"], "coordinates": [[-1.601, -3.639, 0.809], [-3.037, -3.177, 1.024], [-3.631, -2.550, -0.244], [-2.803, -1.452, -0.805], [-2.132, -1.532, -1.920], [-1.536, -0.350, -2.150], [-1.856, 0.438, -1.161], [-1.361, 2.097, -0.990], [0.218, 1.910, -1.862], [1.125, 1.008, -1.027], [0.796, 0.641, 0.086], [2.285, 0.638, -1.597], [3.205, -0.207, -0.860], [4.496, 0.553, -0.565], [5.103, 1.077, -1.864], [4.090, 1.906, -2.662], [3.769, 3.237, -1.986], [2.812, 1.077, -2.867], [-2.665, -0.200, -0.268], [-3.101, 0.335, 0.993], [-1.954, 0.337, 2.009], [-2.419, 0.905, 3.349], [-3.422, 0.128, 3.972], [-2.938, -0.985, 4.681], [-1.552, -4.352, -0.010], [-0.958, -2.797, 0.558], [-1.214, -4.114, 1.708], [-3.658, -4.029, 1.307], [-3.076, -2.458, 1.844], [-4.635, -2.173, -0.030], [-3.704, -3.310, -1.024], [-0.008, 1.461, -2.828], [0.635, 2.909, -1.976], [2.709, -0.512, 0.063], [3.420, -1.096, -1.463], [4.280, 1.381, 0.111], [5.201, -0.112, -0.065], [5.986, 1.681, -1.647], [5.421, 0.229, -2.475], [4.515, 2.116, -3.650], [3.234, 3.082, -1.052], [4.684, 3.784, -1.771], [3.151, 3.852, -2.637], [2.072, 1.661, -3.410], [3.050, 0.187, -3.462], [-3.936, -0.262, 1.365], [-3.447, 1.361, 0.831], [-1.128, 0.938, 1.628], [-1.580, -0.680, 2.140], [-1.558, 1.018, 4.022], [-2.872, 1.888, 3.192], [-3.806, -1.468, 5.125], [-2.422, -1.702, 4.032], [-2.247, -0.676, 5.476]], "nbo_charge": [-0.61, -0.38, -0.45, 0.33, -0.29, -0.33, 0.18, 0.27, -0.63, 0.69, -0.65, -0.44, -0.22, -0.41, -0.40, -0.22, -0.62, -0.21, -0.37, -0.21, -0.45, -0.06, -0.55, -0.25, 0.21, 0.21, 0.21, 0.21, 0.19, 0.22, 0.24, 0.27, 0.25, 0.25, 0.19, 0.20, 0.21, 0.21, 0.20, 0.21, 0.21, 0.22, 0.21, 0.21, 0.20, 0.22, 0.21, 0.25, 0.21, 0.17, 0.18, 0.20, 0.16, 0.17]}